(1)
{
  "formula": "H26O13",
  "method": "ωB97M-V with the def2-TZVPD basis set",
  "species": ["O", "H", "H", "O", "H", "H", "O", "H", "H", "O", "H", "H", "O", "H", "H", "O", "H", "H", "O", "H", "H", "O", "H", "H", "O", "H", "H", "O", "H", "H", "O", "H", "H", "O", "H", "H", "O", "H", "H"],
  "positions_angstrom": [[3.73664, 1.15689, 1.15648], [3.62882, 0.59315, 0.39045], [2.93143, 1.67338, 1.18959], [-2.08456, -0.82531, -2.20477], [-1.20417, -1.03580, -2.51594], [-2.53002, -0.46414, -2.97117], [1.34271, 2.57588, 1.23147], [0.58296, 3.04557, 1.57558], [1.66691, 3.13088, 0.52218], [0.86166, 0.18976, 2.90217], [0.90425, -0.44239, 2.18467], [1.36651, 0.94091, 2.59051], [-0.37860, 0.69940, -0.12508], [0.19085, 1.31244, 0.33981], [-0.03665, -0.16528, 0.10217], [-1.78663, 0.86801, 3.21982], [-1.85959, 0.98863, 4.16658], [-0.84995, 0.74600, 3.06492], [3.02840, -0.90940, -0.52185], [2.27522, -0.87523, -1.11160], [3.63830, -0.26097, -0.87367], [-3.20822, 0.91544, 0.83867], [-2.66509, 0.99903, 1.62242], [-2.58152, 0.85663, 0.11755], [-3.16120, -2.23369, 0.00605], [-2.36542, -1.85160, -0.36405], [-3.13163, -1.99823, 0.93338], [-0.20252, -3.03863, -1.38980], [0.23071, -3.62944, -2.00581], [0.11541, -2.16788, -1.62843], [0.72357, -0.49101, -2.67188], [0.78273, 0.45037, -2.50898], [1.21881, -0.62636, -3.47975], [-0.30833, 2.10884, -2.60631], [-0.73537, 1.86377, -1.78545], [-0.69398, 2.95475, -2.83424], [0.21667, -1.96360, 1.18244], [0.04468, -2.46965, 0.38836], [0.29621, -2.62111, 1.87351]],
  "forces_ev_per_angstrom": [[0.5928, 0.4329, 0.1557], [-0.2952, -0.1342, 0.5973], [-0.0515, 0.0113, 0.1802], [-0.1589, 0.0365, 0.1482], [0.2213, 0.1790, -0.2462], [-0.2306, 0.0809, -0.0865], [-0.2122, 0.0228, -0.1319], [-0.3370, 0.2048, 0.3816], [0.1985, 0.3006, -0.3118], [-0.1376, 0.3849, 0.4344], [-0.0322, -0.5546, -0.3779], [0.3963, 0.1208, 0.0405], [-0.1838, 0.2486, -0.5670], [0.3473, 0.2174, 0.3425], [-0.1038, -0.4467, 0.2834], [-0.6198, 0.3492, 0.1459], [-0.1796, 0.0253, 0.1673], [0.8705, -0.4462, -0.0994], [0.1315, -0.2568, 0.1712], [-0.4430, 0.0078, -0.3732], [0.3137, -0.2487, -0.7439], [-0.5625, 0.2222, -0.4147], [0.1536, -0.0261, 0.5327], [0.1575, -0.2208, -0.1909], [-0.1463, -0.5427, 0.1779], [-0.0412, 0.2007, -0.3485], [-0.0956, 0.2318, 0.2196], [-0.0996, -0.0777, 0.3478], [0.0936, -0.2789, -0.0533], [0.2402, 0.4059, -0.3576], [0.5243, -0.8134, 0.1993], [-0.4599, 0.7472, 0.1017], [0.1073, -0.1441, -0.3296], [0.2800, 0.2790, -0.2461], [-0.2451, -0.5361, 0.5224], [0.0056, 0.2024, -0.2419], [0.1316, 0.5006, 0.2903], [-0.1137, -0.5849, -0.5835], [-0.0163, -0.1007, 0.2642]],
  "homo_lumo_gap_ev": 9.29,
  "max_force_ev_per_a": 0.988,
  "energy_ha": -993.7126,
  "e_above_lowest_kcal_mol": 38.1
}

(2)
{
  "formula": "C5H7NO",
  "method": "ωB97M-V with the def2-TZVPD basis set",
  "species": ["O", "C", "C", "C", "N", "C", "C", "H", "H", "H", "H", "H", "H", "H"],
  "positions_angstrom": [[2.00936, -0.55190, -2.48112], [2.01204, -0.40571, -1.24838], [0.90456, -0.06998, -0.48011], [-0.51894, 0.08148, -0.92303], [-0.84227, 0.18524, 0.53449], [-1.93126, 0.29995, 1.16853], [0.57650, 0.04797, 0.98530], [2.95940, -0.53745, -0.67155], [-0.84466, 0.99347, -1.45370], [-1.02569, -0.78653, -1.37642], [-2.86508, 0.35680, 0.61556], [-1.92094, 0.33324, 2.25506], [0.86621, 0.94477, 1.56313], [0.68088, -0.82612, 1.65454]],
  "forces_ev_per_angstrom": [[-0.0220, -0.0032, 0.0207], [-0.0933, 0.0994, 0.3792], [0.3075, -0.0338, -0.3091], [-0.1488, 0.0095, -0.1381], [-0.5829, 0.0068, 0.3514], [0.2913, -0.0551, -0.1768], [0.0648, 0.0107, 0.2328], [-0.0803, -0.0179, -0.1049], [0.1015, -0.1429, 0.0853], [0.0406, 0.1144, 0.0515], [0.1147, 0.0089, 0.0604], [0.0171, -0.0029, -0.1405], [0.0078, -0.1117, -0.1576], [-0.0179, 0.1180, -0.1542]],
  "homo_lumo_gap_ev": [5.69, 5.69],
  "max_force_ev_per_a": 0.681,
  "energy_ha": -324.5702,
  "e_above_lowest_kcal_mol": 96.8
}